Arrangement w

This record from the Open Molecules 2025 dataset describes 2 unconnected molecules or ions with the total composition C5H16N3. The level of theory is ωB97M-V with the def2-TZVPD basis set.

## Properties
* total charge: +2
* gap between HOMO and LUMO (spin up / spin down): 0.37782 / 0.22498 hartree
* highest occupied orbital energy (spin up / spin down): -0.732 / -0.728 hartree
* spin multiplicity: 2

```
24
C5H16N3, DFT ωB97M-V with the def2-TZVPD basis set
C -0.79502 -1.42126 -2.09377
C 0.09871 -1.16077 -0.89937
C 0.06788 -2.31282 0.13096
C 0.69667 -1.79339 1.47219
H -0.78288 -2.43912 -2.49578
H -0.52951 -0.79952 -2.96269
H -1.82335 -1.27062 -1.76070
H -0.18169 -0.19486 -0.41552
H 1.14800 -0.94415 -1.13149
H 0.66993 -3.17448 -0.20306
H -0.94761 -2.69220 0.26969
H 1.63707 -1.25359 1.37315
H 0.87411 -2.68219 2.09148
H -0.07742 -1.12846 1.87294
N 0.96404 1.98835 -0.61480
C -0.07941 1.95516 0.30537
N -0.77798 3.12934 0.19366
N -0.53068 1.33118 1.66055
H 1.57932 2.68539 -0.17367
H 1.47146 1.11773 -0.44023
H -0.51648 3.88052 0.83408
H -0.58920 3.40532 -0.77264
H -0.09022 2.09135 2.20238
H -1.48576 1.68310 1.55726
```

Arrangement x

This record from the Open Molecules 2025 dataset describes 2 unconnected molecules or ions with the total composition C5H16N3. The level of theory is ωB97M-V with the def2-TZVPD basis set.

## Properties
* total charge: +2
* gap between HOMO and LUMO (spin up / spin down): 0.22997 / 0.07193 hartree
* highest occupied orbital energy (spin up / spin down): -0.559 / -0.558 hartree
* spin multiplicity: 2

```
24
C5H16N3, DFT ωB97M-V with the def2-TZVPD basis set
C 0.43889 2.16374 -0.21715
C 1.52372 1.50207 -1.13337
C 1.35273 0.01057 -1.26345
N 1.57714 2.02332 -2.51776
H 0.52234 1.79002 0.79699
H 0.69338 3.25161 -0.17019
H -0.59292 2.08692 -0.60488
H 2.50132 1.67464 -0.66242
H 2.16442 -0.39838 -1.92861
H 1.42986 -0.46202 -0.26630
H 0.37626 -0.25694 -1.70092
H 1.73948 3.04173 -2.40568
H 0.57803 1.99365 -2.82958
C -1.24711 -0.91652 1.48766
C -1.79111 -2.12739 1.34192
N -0.83425 -3.25053 1.42019
N -1.82260 0.33581 1.33184
H -0.16025 -0.80108 1.72757
H -2.81852 -2.44261 1.20560
H -0.77028 -3.86308 0.64659
H 0.10061 -2.89596 1.58842
H -1.03888 -3.82748 2.22443
H -2.74864 0.31691 0.96888
H -1.17363 1.05100 0.96022
```

Stability, lowest: arrangement w

Arrangement w

This record from the Open Molecules 2025 dataset describes 9 unconnected molecules or ions with the total composition C36H99N9O9. The level of theory is ωB97M-V with the def2-TZVPD basis set.

## Properties
* SMILES: COC[C@H](C)N.COC[C@H](C)N.COC[C@H](C)N.COC[C@H](C)N.COC[C@H](C)N.COC[C@H](C)N.COC[C@H](C)N.COC[C@H](C)N.COC[C@H](C)N
* total charge: 0
* gap between HOMO and LUMO: 0.34779 hartree
* highest occupied orbital energy: -0.337 hartree

```
153
C36H99N9O9, DFT ωB97M-V with the def2-TZVPD basis set
C 3.53083 -6.55210 -0.16965
O 4.65323 -6.84718 0.54506
C 4.62955 -8.16615 1.18669
C 5.64711 -8.23316 2.38469
C 7.10075 -7.97569 2.03129
N 5.57836 -9.57153 2.87672
H 3.06263 -7.37660 -0.70733
H 3.58257 -5.65753 -0.79026
H 2.65723 -6.31842 0.43890
H 3.62128 -8.17738 1.60063
H 4.76189 -8.96065 0.45228
H 5.23043 -7.55014 3.12493
H 7.10918 -7.05537 1.44730
H 7.63403 -8.68890 1.40275
H 7.62632 -8.02043 2.98516
H 6.13678 -9.70541 3.70759
H 4.62121 -9.67611 3.18176
C 6.42975 4.54094 8.14669
O 5.22116 4.43137 7.42052
C 5.38475 4.27002 6.00071
C 3.98237 4.27101 5.32238
C 3.95095 3.58346 3.93233
N 3.41699 5.64668 5.20501
H 6.98049 5.47507 8.03627
H 7.12295 3.78962 7.76844
H 6.30287 4.40688 9.22094
H 5.99189 5.10288 5.64598
H 5.94708 3.34351 5.88478
H 3.50187 3.62320 6.05557
H 4.55861 2.67921 3.96635
H 4.43616 4.28763 3.25644
H 2.92200 3.52088 3.57814
H 3.80947 6.18692 5.96277
H 3.94238 6.02699 4.43078
C -7.13174 -4.84029 -8.44962
O -6.08138 -4.16683 -7.79609
C -6.22284 -4.17625 -6.39418
C -5.15477 -3.30845 -5.82755
C -3.67390 -3.52775 -6.07894
N -5.42661 -3.36180 -4.45238
H -6.65872 -5.30185 -9.31641
H -7.93781 -4.12414 -8.60915
H -7.49889 -5.70221 -7.89249
H -7.24570 -3.97720 -6.07444
H -6.06735 -5.21375 -6.09832
H -5.45538 -2.35917 -6.27091
H -3.48664 -4.60133 -6.05707
H -2.95714 -3.05403 -5.40817
H -3.38655 -2.99222 -6.98378
H -5.28617 -4.25388 -4.00010
H -4.63233 -2.85973 -4.08206
C -5.66387 -1.73877 2.51688
O -5.73852 -0.84737 1.45321
C -6.59675 0.24518 1.55586
C -6.77806 0.94152 0.20607
C -5.51887 1.72517 -0.37202
N -8.04892 1.72176 0.10292
H -4.70082 -2.24094 2.42500
H -6.55021 -2.36730 2.43046
H -5.58289 -1.11634 3.40800
H -7.52120 -0.21836 1.90025
H -6.36296 0.99233 2.31429
H -7.04396 0.10514 -0.44038
H -4.63174 1.09416 -0.31807
H -5.29917 2.68727 0.09077
H -5.67991 2.16695 -1.35538
H -8.75239 1.03901 -0.14013
H -7.88406 2.31008 -0.70133
C 6.39616 12.30543 0.62898
O 6.22292 11.00705 1.16857
C 6.14630 9.90182 0.23584
C 6.11489 8.52927 0.99497
C 6.16469 7.28288 0.00277
N 4.94307 8.40644 1.75013
H 7.06595 12.35598 -0.22946
H 6.70713 12.90999 1.48098
H 5.42732 12.76185 0.42617
H 5.26754 10.11666 -0.37221
H 6.88274 9.87102 -0.56716
H 6.96193 8.58794 1.67850
H 6.88600 7.49290 -0.78698
H 5.20968 7.07730 -0.48076
H 6.42542 6.37432 0.54557
H 4.74032 9.30492 2.16454
H 4.20459 8.28557 1.07179
C -4.22353 -0.26604 9.02792
O -3.82933 0.93118 8.34788
C -2.75430 0.95126 7.47124
C -2.81123 2.05208 6.36184
C -1.49303 1.99508 5.59863
N -3.15035 3.38327 6.91812
H -3.42562 -0.51884 9.72616
H -4.55267 -1.10224 8.41104
H -5.11072 0.02482 9.59041
H -1.82307 1.01624 8.03400
H -2.71942 -0.02025 6.97823
H -3.55833 1.69171 5.65470
H -1.27862 2.84506 4.95080
H -1.45344 1.04315 5.06915
H -0.76440 2.05695 6.40695
H -2.33083 3.77877 7.35635
H -3.76329 3.18199 7.69523
C 1.25490 1.68789 -6.19159
O 1.75559 1.96829 -7.53756
C 1.70631 3.40112 -7.80043
C 2.59937 3.73722 -9.07272
C 4.12079 3.52555 -8.84119
N 2.48337 5.13701 -9.47917
H 0.97750 0.63582 -6.12594
H 0.31221 2.17943 -5.95109
H 2.02574 1.87283 -5.44347
H 0.67876 3.76315 -7.83500
H 2.25313 3.78021 -6.93707
H 2.24900 3.15459 -9.92470
H 4.65973 3.97954 -9.67279
H 4.38994 2.47044 -8.89010
H 4.51758 3.99353 -7.94029
H 1.52627 5.44245 -9.37541
H 2.73778 5.32079 -10.43917
C 1.25538 2.96127 -1.30005
O 1.28601 1.53336 -1.28128
C 0.15147 0.99902 -0.65430
C 0.21188 -0.58498 -1.07334
C -0.83554 -1.52413 -0.53694
N 1.47785 -1.17861 -0.61254
H 2.20701 3.24981 -1.74639
H 1.13582 3.53732 -0.38245
H 0.54507 3.36085 -2.02386
H 0.21721 1.12342 0.42657
H -0.70961 1.52750 -1.06339
H 0.29881 -0.53415 -2.15868
H -0.64136 -2.54363 -0.87012
H -1.84016 -1.17381 -0.77385
H -0.83359 -1.44778 0.55037
H 2.16457 -0.50192 -0.91355
H 1.61149 -1.16821 0.38852
C -6.72511 -7.00369 -0.61885
O -5.42577 -7.04600 -1.16960
C -4.56307 -8.03470 -0.61787
C -3.03043 -7.50217 -0.59576
C -2.47601 -7.44716 -2.05437
N -2.15965 -8.27165 0.28428
H -6.98464 -5.96830 -0.83953
H -6.89016 -7.21365 0.43793
H -7.38340 -7.68822 -1.15381
H -4.86392 -8.23921 0.40963
H -4.52249 -9.00347 -1.11577
H -2.99171 -6.54498 -0.07577
H -3.12832 -6.94197 -2.76668
H -2.44906 -8.50301 -2.32377
H -1.49669 -6.98384 -2.17419
H -1.34227 -7.76691 0.59611
H -2.66900 -8.47390 1.13267
```

Arrangement x

This record from the Open Molecules 2025 dataset describes 9 unconnected molecules or ions with the total composition C36H99N9O9. The level of theory is ωB97M-V with the def2-TZVPD basis set.

## Properties
* SMILES: COC[C@H](C)N.COC[C@H](C)N.COC[C@H](C)N.COC[C@H](C)N.COC[C@H](C)N.COC[C@H](C)N.COC[C@H](C)N.COC[C@H](C)N.COC[C@H](C)N
* total charge: 0
* gap between HOMO and LUMO: 0.32774 hartree
* highest occupied orbital energy: -0.309 hartree

```
153
C36H99N9O9, DFT ωB97M-V with the def2-TZVPD basis set
C -5.84615 4.84847 -3.59176
O -4.58804 4.67729 -3.06091
C -4.41206 5.42901 -1.83607
C -2.87130 5.66776 -1.66289
C -2.28812 5.64851 -0.23142
N -2.53393 6.97316 -2.28313
H -6.62938 4.97196 -2.84383
H -6.12198 4.09543 -4.32997
H -5.88269 5.83410 -4.05578
H -4.96258 6.36971 -1.82518
H -4.79310 4.86207 -0.98667
H -2.33487 4.93526 -2.26603
H -1.21119 5.68737 -0.39514
H -2.56604 4.76731 0.34682
H -2.57011 6.54907 0.31408
H -2.91289 7.09558 -3.21130
H -3.07086 7.66868 -1.78508
C -2.76253 2.91241 7.27681
O -3.92381 2.73448 6.34504
C -3.78668 1.72233 5.34711
C -2.57403 1.94704 4.31925
C -2.47375 3.28729 3.66349
N -2.77921 0.95242 3.25913
H -2.44914 2.02115 7.82045
H -3.19890 3.41439 8.14034
H -1.92282 3.47063 6.86284
H -3.64563 0.81726 5.93791
H -4.73096 1.61623 4.81310
H -1.64495 1.65353 4.80790
H -2.55822 4.02958 4.45719
H -3.27968 3.38726 2.93646
H -1.48992 3.49930 3.24488
H -3.15733 0.08218 3.60525
H -3.41594 1.22779 2.52507
C 3.79774 -5.28235 0.16900
O 5.10995 -5.87624 0.18487
C 6.09980 -4.96594 0.62305
C 7.42602 -5.57690 0.92385
C 7.35363 -6.43289 2.14976
N 8.44240 -4.53996 1.15202
H 3.94328 -4.32236 -0.32632
H 3.48297 -5.23908 1.21166
H 3.08186 -5.94621 -0.31567
H 6.12265 -4.31518 -0.25108
H 5.80414 -4.48397 1.55493
H 7.69940 -6.14867 0.03703
H 8.32159 -6.91433 2.28893
H 6.59113 -7.20747 2.06773
H 7.16402 -5.89979 3.08140
H 9.36754 -4.92625 1.27447
H 8.55937 -3.89037 0.38752
C -8.15909 4.40240 0.90595
O -6.84718 4.00061 0.54571
C -6.60359 2.62860 0.86757
C -5.23529 2.11340 0.31617
C -5.23363 1.60019 -1.21501
N -4.76180 0.94957 1.09113
H -8.36736 5.46666 0.79608
H -8.36894 4.11909 1.93735
H -8.77415 3.76475 0.27097
H -6.64996 2.59425 1.95604
H -7.35903 1.91546 0.53767
H -4.54899 2.96014 0.32731
H -5.52693 2.31219 -1.98645
H -6.00935 0.84555 -1.34491
H -4.28877 1.23104 -1.61383
H -3.98408 0.40965 0.73938
H -5.47517 0.23467 1.10214
C 1.12862 1.05632 -3.90437
O 2.17740 1.88477 -4.50253
C 3.00996 1.25029 -5.48064
C 3.91512 0.11611 -4.95604
C 5.21183 0.66075 -4.28786
N 4.37381 -0.69879 -6.03165
H 1.53486 0.17719 -3.40417
H 0.34148 0.83120 -4.62397
H 0.80755 1.74996 -3.12727
H 2.34883 1.00198 -6.31090
H 3.62341 2.00870 -5.96705
H 3.41231 -0.52289 -4.23012
H 5.74175 -0.10934 -3.72728
H 4.85990 1.49263 -3.67776
H 5.90403 1.06038 -5.02897
H 4.72616 -0.12817 -6.78686
H 5.09254 -1.36364 -5.78366
C 1.46673 -2.19647 -0.49879
O 0.34091 -1.36942 -0.51435
C 0.47423 -0.04822 -0.01672
C -0.89934 0.67307 -0.04896
C -0.78137 2.07796 0.75475
N -1.98868 -0.09058 0.51352
H 1.07262 -3.18123 -0.74984
H 1.97699 -2.20087 0.46439
H 2.15353 -1.97655 -1.31613
H 0.74204 0.02795 1.03712
H 1.16421 0.47923 -0.67537
H -1.08740 0.93702 -1.08966
H -0.83932 1.88492 1.82595
H -1.53843 2.79247 0.43157
H 0.19407 2.51268 0.53651
H -2.13997 0.22894 1.45962
H -1.73320 -1.06312 0.60841
C 1.76595 2.93469 3.48941
O 2.71166 3.02301 2.47679
C 3.35586 1.75947 2.30715
C 4.39391 2.10878 1.28616
C 3.83344 2.45065 -0.09710
N 5.46237 1.13231 1.05128
H 2.18961 2.69451 4.46456
H 0.97628 2.22987 3.22910
H 1.38841 3.94489 3.64771
H 3.90567 1.60268 3.23517
H 2.68487 0.94147 2.04497
H 4.85400 3.06391 1.53940
H 2.98798 3.13596 -0.03667
H 3.51003 1.56641 -0.64632
H 4.61439 2.96357 -0.65846
H 6.20463 1.60952 0.55993
H 5.89466 1.03484 1.95888
C 0.96922 -1.13621 5.05527
O 0.35686 -2.33585 4.47880
C -0.25655 -1.99920 3.26311
C -1.13108 -3.18056 2.86358
C -0.34550 -4.43846 2.77942
N -1.83600 -2.93287 1.63315
H 1.59605 -1.50198 5.86854
H 0.27037 -0.44613 5.52805
H 1.57785 -0.56972 4.35047
H -0.84701 -1.09259 3.39542
H 0.45843 -1.80894 2.46267
H -1.92166 -3.33451 3.59801
H -0.91291 -5.34949 2.58926
H 0.29566 -4.54996 3.65382
H 0.32330 -4.30487 1.92915
H -1.15081 -2.88219 0.89284
H -2.34989 -3.79341 1.50871
C -0.00461 -3.11818 -3.60868
O 0.08926 -4.43893 -3.14165
C 0.74024 -5.33262 -4.00627
C 0.16953 -5.56393 -5.43679
C -1.36462 -5.76273 -5.46612
N 0.87287 -6.77677 -5.93124
H -0.56686 -2.47677 -2.93002
H -0.36833 -3.08979 -4.63582
H 1.03703 -2.80839 -3.52439
H 1.78847 -5.03734 -4.05219
H 0.75409 -6.24907 -3.41634
H 0.30639 -4.72243 -6.11594
H -1.86090 -6.00989 -6.40458
H -1.88055 -4.83420 -5.22169
H -1.64827 -6.44202 -4.66224
H 1.86355 -6.67082 -5.76562
H 0.67078 -7.59772 -5.37870
```

Stability, lowest: arrangement w